{
  "formula": "C22H42F13O4PS2",
  "method": "the ωB97M-V functional and the def2-TZVPD basis",
  "e_lumo_ha": 0.0033,
  "molar_mass_g_mol": 712.7,
  "smiles": "CO[C@@H](CCC(F)(F)C(F)(F)C(F)(F)C(F)(F)S(F)(F)(F)(F)F)COCP(O)(O)=S.CCCCCC.CCCCCC",
  "species": ["C", "O", "C", "C", "C", "C", "F", "F", "C", "F", "F", "C", "F", "F", "C", "F", "F", "S", "F", "F", "F", "F", "F", "C", "O", "C", "P", "O", "O", "S", "H", "H", "H", "H", "H", "H", "H", "H", "H", "H", "H", "H", "H", "H", "C", "C", "C", "C", "C", "C", "H", "H", "H", "H", "H", "H", "H", "H", "H", "H", "H", "H", "H", "H", "C", "C", "C", "C", "C", "C", "H", "H", "H", "H", "H", "H", "H", "H", "H", "H", "H", "H", "H", "H"],
  "coordinates": [[-5.1858, -1.2600, 0.7207], [-4.4697, -1.5495, -0.4660], [-4.2327, -0.4539, -1.3354], [-5.5110, 0.0026, -2.0307], [-6.2235, -1.1817, -2.7004], [-6.9079, -0.8750, -4.0129], [-5.9742, -0.3827, -4.8859], [-7.4234, -2.0160, -4.5606], [-8.0780, 0.1533, -4.0670], [-7.6745, 1.3266, -3.5239], [-8.3614, 0.3834, -5.3672], [-9.4217, -0.3379, -3.4024], [-10.0725, -1.0715, -4.3224], [-9.1952, -1.1378, -2.3423], [-10.4214, 0.8229, -3.0197], [-10.3153, 1.7708, -3.9438], [-11.6473, 0.3130, -3.0721], [-10.2766, 1.6059, -1.2758], [-9.7129, 2.9679, -1.8513], [-11.7542, 2.1542, -1.4018], [-10.8039, 0.2386, -0.6671], [-8.7811, 1.0831, -1.1084], [-10.1907, 2.2004, 0.1820], [-3.4956, 0.7147, -0.6797], [-2.3450, 0.9954, -1.4736], [-1.7650, 2.2546, -1.1830], [-0.0301, 2.2628, -1.7350], [-0.1644, 3.1914, -3.0320], [0.2263, 0.7912, -2.2740], [1.2785, 2.8402, -0.4415], [-5.9726, -0.5169, 0.5625], [-5.6425, -2.1915, 1.0532], [-4.5242, -0.9011, 1.5150], [-3.5596, -0.8475, -2.1021], [-6.1755, 0.4721, -1.3052], [-5.2591, 0.7843, -2.7489], [-6.9113, -1.6596, -2.0101], [-5.4767, -1.9420, -2.9486], [-4.1339, 1.6057, -0.6428], [-3.1742, 0.4705, 0.3362], [-2.3118, 3.0559, -1.6898], [-1.7220, 2.4532, -0.1094], [0.7041, 3.5684, -3.2345], [-0.5046, 0.4284, -2.7947], [4.2520, 1.0742, 0.7586], [3.7424, 0.1322, -0.3250], [3.2085, -1.1873, 0.2270], [4.2359, -2.0284, 0.9887], [5.4897, -2.3870, 0.1935], [5.2040, -3.2239, -1.0499], [5.0937, 0.6387, 1.3028], [4.5910, 2.0173, 0.3273], [3.4637, 1.3018, 1.4793], [4.5414, -0.0564, -1.0491], [2.9418, 0.6295, -0.8734], [2.7881, -1.7732, -0.5957], [2.3715, -0.9731, 0.8995], [3.7520, -2.9520, 1.3235], [4.5356, -1.5009, 1.8994], [6.1698, -2.9399, 0.8475], [6.0214, -1.4760, -0.0943], [4.6951, -4.1530, -0.7842], [6.1286, -3.4856, -1.5664], [4.5731, -2.6870, -1.7597], [6.3474, -0.3714, 5.5415], [6.7411, 0.4217, 4.2988], [7.6143, -0.3646, 3.3226], [8.9627, -0.8165, 3.8853], [9.8468, 0.3128, 4.4117], [10.2310, 1.3333, 3.3444], [7.2191, -0.6557, 6.1329], [5.6917, 0.2142, 6.1871], [5.8160, -1.2850, 5.2663], [7.2445, 1.3446, 4.5996], [5.8332, 0.7295, 3.7729], [7.7756, 0.2401, 2.4256], [7.0625, -1.2502, 2.9896], [9.5038, -1.3529, 3.0994], [8.8005, -1.5435, 4.6860], [10.7563, -0.1257, 4.8304], [9.3482, 0.8226, 5.2405], [10.7550, 0.8507, 2.5167], [10.8898, 2.0993, 3.7552], [9.3552, 1.8400, 2.9366]],
  "lowdin_charge": [-0.085, -0.143, -0.318, -0.127, -0.051, -0.421, 0.114, 0.120, -0.338, 0.138, 0.153, -0.348, 0.162, 0.137, -0.429, 0.154, 0.142, 0.781, -0.122, -0.116, -0.123, -0.145, -0.108, -0.140, -0.191, -0.281, 0.171, -0.202, -0.184, 0.333, 0.088, 0.095, 0.086, 0.159, 0.102, 0.131, 0.128, 0.143, 0.135, 0.133, 0.112, 0.095, 0.074, 0.086, -0.125, -0.281, -0.222, -0.228, -0.276, -0.112, 0.048, 0.069, 0.067, 0.101, 0.041, 0.101, 0.111, 0.109, 0.091, 0.100, 0.097, 0.074, 0.068, 0.065, -0.108, -0.266, -0.233, -0.228, -0.271, -0.112, 0.064, 0.069, 0.074, 0.100, 0.093, 0.100, 0.099, 0.109, 0.101, 0.103, 0.097, 0.074, 0.068, 0.065]
}